Record 1
108
Properties=species:S:1:pos:R:3 method="wB97M-V/def2-TZVPD" e_homo_ev=-7.6 smiles="c1cc[nH]c1.c1cc[nH]c1.c1cc[nH]c1.c1cc[nH]c1.c1cc[nH]c1.c1cc[nH]c1.NC(N)=O.NC(N)=O.NC(N)=O.CCCC#N.CCCC#N" energy_ev=-64205.8469 de_lowest_kcal_mol=73.2 mol_weight_g_mol=720.928
O -4.9527 1.9598 -0.4962
O 0.9523 4.1175 0.1115
O -3.0684 -1.1200 3.0957
N -5.2517 -0.9602 3.3480
N 1.4167 -2.4093 -5.1115
N -3.8023 -0.6007 -2.6417
N -4.0667 0.2003 4.6422
N 5.5485 -1.3237 -5.0981
N 4.5767 -0.6768 1.4950
N -2.8106 -5.0425 -0.9131
N -0.0531 5.9813 0.9722
N -0.2425 1.4255 4.6903
N 0.9257 -4.5298 3.5594
N -1.2050 4.4320 0.0281
N 0.5614 1.3563 -0.2392
N -3.1773 0.6350 0.1163
N -3.5478 2.4526 1.1224
C -2.3830 -3.1956 0.2809
C -0.3619 -2.3301 -3.8004
C 4.6878 -0.6846 -4.6872
C 5.8195 -0.3127 2.0768
C 1.9136 -2.5980 3.4718
C -1.0399 2.4158 4.2349
C 0.0033 -0.7451 -0.1377
C 1.8363 -2.9211 -3.8791
C 2.9191 -3.5252 3.7425
C 0.3147 1.1005 1.0703
C 3.6757 0.3114 1.6093
C 0.6928 -2.8309 -3.1033
C 0.2914 0.2777 -1.0072
C 5.5840 0.9466 2.5990
C 0.7486 -3.2151 3.4258
C -0.2281 3.4531 3.8194
C -3.9369 0.2690 -3.3937
C -2.6016 -4.2581 1.1167
C 4.0737 1.5207 -3.5431
C 4.3045 1.3010 2.3510
C -4.0818 1.3430 -4.3718
C -2.7845 2.0413 -4.7961
C -2.5548 -3.6592 -0.9903
C -0.1555 -0.2203 1.1465
C 5.2412 1.4727 -2.5637
C 2.2973 -4.7433 3.7128
C -3.9661 1.6575 0.1931
C 1.0538 1.9353 4.6723
C -3.0221 -5.3446 0.3677
C -0.0296 4.8256 0.3550
C -1.6125 1.0383 -4.9488
C 3.6154 0.2096 -4.1502
C 1.1359 3.1491 4.0733
C -4.0460 -0.5875 3.5856
C 0.0889 -2.1191 -5.1053
H -0.6259 4.3611 3.3909
H 0.2141 -5.2350 3.6877
H 2.6679 -5.7342 3.9300
H 4.2806 2.2035 -4.3672
H -2.0093 4.9746 0.3089
H -2.8336 2.6481 -5.7002
H -3.2143 0.4733 5.1102
H 0.5856 -3.2637 -2.1197
H 5.3404 2.5086 -2.2393
H 3.0824 -0.3890 -3.4115
H 1.7954 1.2636 5.0789
H -0.4662 -0.7924 2.0082
H -0.2557 -1.7303 -0.4963
H -2.1124 2.2898 4.2492
H 3.9623 -3.2943 3.9000
H -0.6306 1.5019 -5.0435
H 0.5091 0.2581 -2.0648
H -3.4036 -6.3206 0.6289
H -1.5344 0.4081 -4.0629
H 5.2091 0.8117 -1.6976
H -0.9027 6.4217 1.2953
H -1.6406 0.3359 -5.7818
H -4.9166 0.7358 4.7471
H 2.8512 -3.2815 -3.7980
H -1.3530 -2.2913 -3.3732
H -2.8530 2.1333 1.7823
H -5.9793 -0.6167 3.9585
H 2.0972 -2.2480 -5.8403
H 4.3782 -1.5498 1.0273
H 2.1004 -1.5413 3.3493
H -0.4633 -1.8389 -5.9901
H 6.6864 -0.9557 2.0399
H 6.1722 1.1453 -3.0265
H -3.0432 -5.6382 -1.6949
H -1.2453 3.4690 -0.2734
H -3.3582 0.1240 -0.7359
H 0.8911 2.2177 -0.6508
H 1.9512 3.8256 3.8634
H -2.5049 2.8357 -4.1041
H -0.5235 0.5424 5.0919
H 6.3867 1.4851 3.0808
H 0.8289 6.4041 1.2239
H -5.4699 -1.5136 2.5318
H -2.6745 -4.2883 2.1938
H -2.4912 -3.1455 -1.9382
H -0.2659 -2.9026 3.2273
H -4.8405 2.0641 -4.0677
H -2.3567 0.4844 0.6855
H 0.4449 1.8857 1.8004
H 2.9463 0.3758 -4.9945
H 2.6871 0.2006 1.1889
H -4.3947 0.8240 -5.2778
H 3.2692 2.0984 -3.0881
H -3.9517 3.3780 1.0979
H -2.1174 -2.1964 0.5932
H 3.7970 2.2033 2.6589

***

Record 2
112
Properties=species:S:1:pos:R:3 method="wB97M-V/def2-TZVPD" e_homo_ev=-8.7 smiles="CCOCCOC[C@@]1(N=C=O)O[C@](CCCBr)(C[C@@H](C)I)[C@@H](SCC(=O)OC[C@H](C)OC(=O)CS)[C@@H]1CCCOC.C[C@@H]1COC(=O)O1.C[C@@H]1COC(=O)O1" energy_ev=-169226.0616 mol_weight_g_mol=1002.775
I -4.8423 -1.6503 -2.6815
Br -1.4291 2.9360 3.5623
S 5.3778 0.4882 6.4943
S 1.2530 1.0377 -1.4091
O -3.3382 3.8990 -5.5823
O 4.1172 2.5500 4.8885
O -2.9875 -2.0311 1.5611
O 4.0024 -3.7443 -1.4744
O 6.1700 -4.0888 -0.9866
O -4.7675 -2.1408 3.8431
O 1.9214 1.5872 4.7872
O -5.5058 4.2555 -6.0647
O -2.1956 -1.0204 -0.5470
O 4.5697 -4.7155 0.4963
O 2.4454 2.8473 2.1292
O 1.2753 -1.1713 2.9883
O -0.5406 -5.2264 -1.6908
O -4.9388 3.2665 -4.1040
O 2.4057 3.7387 -0.0361
N -1.4868 -2.8598 -1.7288
C -4.3537 -2.4480 1.3071
C 7.2607 -2.7756 -2.7010
C -4.0478 0.7044 -4.4775
C 0.1053 -1.4165 -0.0993
C -2.0832 2.8968 1.6868
C 3.5995 0.2149 5.9623
C -2.2448 5.2222 -7.2871
C 2.3904 2.7119 0.6940
C 6.1063 -3.6917 -2.3527
C -3.4972 -0.0408 4.0775
C 4.5856 2.5562 3.5098
C -1.3127 -2.1952 -0.3879
C -1.3035 1.6684 0.9289
C -4.6233 3.7589 -5.1501
C 1.3421 -2.4411 -0.1660
C -2.0263 -2.8999 0.9176
C 4.7655 -3.0230 -2.4324
C 3.1313 1.5382 5.1260
C -2.1549 0.0904 -2.7908
C -3.4021 4.3075 -6.9449
C 2.2572 1.1944 0.1436
C 4.8856 -4.2301 -0.5551
C -3.7605 0.2682 -2.9262
C -1.1299 -4.1113 -1.7092
C -1.6101 0.1211 -1.2787
C 0.1168 -1.4590 3.8126
C 3.6768 3.5114 2.5433
C -4.7409 4.9817 -7.0174
C 4.8202 1.0937 2.8728
C -0.0450 -0.2772 -1.2430
C 1.9198 -2.3687 2.4852
C -2.1437 1.3633 -0.4075
C -5.2233 -2.7836 2.6299
C 2.4671 -2.2375 0.9709
C -4.9676 -0.6929 3.7929
H -5.1897 4.9046 -8.0099
H 5.7419 1.1693 2.1698
H -2.9042 -0.8460 4.6705
H -0.3767 -2.4755 3.6193
H 2.8655 -2.5350 3.1472
H -0.1208 -0.8488 0.8716
H 1.8971 0.5234 1.0174
H 1.0196 -3.5574 -0.1002
H -2.1090 5.9897 -6.5197
H -3.2528 1.4281 -4.8742
H -3.5753 0.9229 4.6900
H 4.7839 -1.9676 -2.1422
H -0.2396 2.0528 0.7546
H -4.1786 1.0914 -2.2509
H 3.0973 -1.2815 0.8575
H -2.9611 0.0803 3.0694
H -1.8403 -0.8287 -3.4006
H 5.6279 3.0725 3.5260
H 0.4660 -1.4462 4.9198
H 5.6000 -0.1211 7.7334
H -6.2994 -2.3807 2.4335
H -4.4650 -3.3292 0.5819
H -5.2944 -0.3123 2.7575
H 8.1949 -3.3429 -2.7335
H -2.3923 5.7072 -8.2550
H -1.2961 0.8072 1.6918
H 6.1393 -4.5944 -2.9725
H -5.3543 -3.9307 2.7439
H -5.1285 1.0412 -4.6507
H 3.9351 0.7435 2.2353
H 5.0549 0.2697 3.6334
H 1.3041 -3.3319 2.5737
H 4.2946 3.9277 1.6714
H -0.7144 -0.6636 3.6448
H -4.7181 6.0344 -6.7187
H 2.9357 0.1367 6.9066
H 4.3180 -3.1098 -3.4247
H -3.2194 2.8479 1.5640
H 1.8623 -2.3252 -1.1888
H 3.3485 4.3998 3.2185
H -4.8848 -1.5485 0.7927
H -5.7606 -0.3462 4.5454
H -1.6770 1.0056 -3.3318
H -3.3733 3.4097 -7.5722
H 3.4772 -0.7032 5.2635
H -3.9204 -0.2763 -5.0912
H 3.3333 0.8393 -0.1190
H -3.2156 1.0728 -0.0579
H 0.0813 -0.8573 -2.2461
H -2.4279 -3.9485 0.6915
H -1.1617 -3.0389 1.6826
H 7.1126 -2.2990 -3.6730
H 3.2182 -3.1179 0.8372
H 7.3928 -2.0013 -1.9397
H -1.7033 3.8742 1.1885
H -2.3004 2.2938 -1.0857
H -1.3127 4.6518 -7.3254